No. 1
{"formula": "C4H12NO", "method": "wB97M-V/def2-TZVPD", "relative_energy_kcal_mol": 3.8, "homo_lumo_gap_ev": 13.121, "total_charge": 1, "homo_energy_ha": -0.5944, "elements": ["C", "N", "C", "C", "C", "H", "H", "H", "H", "H", "H", "H", "H", "H", "H", "H", "H", "O"], "positions_angstrom": [[-0.86348, -0.87984, 0.19021], [-0.52445, 0.44815, 0.83068], [-0.21359, 1.47165, -0.28332], [-0.63012, 0.75566, -1.55734], [-0.33047, -0.69243, -1.20928], [-1.93544, -0.86585, 0.13837], [-0.39598, -1.66033, 0.76485], [-1.18343, 0.69441, 1.56553], [0.37656, 0.38753, 1.32825], [-0.70779, 2.39089, 0.01316], [0.86460, 1.59384, -0.28585], [-0.03331, 1.13913, -2.38578], [-1.68133, 0.88860, -1.77896], [-0.65675, -1.44545, -1.92995], [0.73804, -0.88146, -1.27200], [2.12478, -1.35077, 2.30783], [2.80619, -0.87162, 1.01881], [1.95048, -0.90005, 1.47203]], "lowdin_charge": [-0.097, 0.054, -0.074, -0.149, -0.173, 0.132, 0.122, 0.179, 0.128, 0.133, 0.131, 0.131, 0.123, 0.133, 0.116, 0.073, 0.075, -0.037]}

---

No. 2
{"formula": "C15H15Br31N2O2", "method": "wB97M-V/def2-TZVPD", "relative_energy_kcal_mol": 0.0, "homo_lumo_gap_ev": 9.425, "homo_energy_ha": -0.3614, "elements": ["O", "C", "N", "C", "C", "C", "Br", "C", "O", "N", "H", "H", "H", "H", "H", "C", "Br", "Br", "Br", "H", "C", "Br", "Br", "Br", "H", "C", "Br", "Br", "Br", "H", "C", "Br", "Br", "Br", "H", "C", "Br", "Br", "Br", "H", "C", "Br", "Br", "Br", "H", "C", "Br", "Br", "Br", "H", "C", "Br", "Br", "Br", "H", "C", "Br", "Br", "Br", "H", "C", "Br", "Br", "Br", "H"], "positions_angstrom": [[-1.88797, -3.71008, -1.62229], [-1.28142, -3.93529, -0.65800], [-0.91697, -4.17988, 0.52263], [-1.82532, -3.42738, 1.49175], [-1.87068, -1.86333, 1.23216], [-0.44609, -1.53421, 1.83658], [-0.03723, 0.37364, 1.71608], [-0.72582, -2.14869, 3.25643], [-0.54980, -1.69328, 4.32656], [-1.32719, -3.42993, 2.88569], [-2.79204, -3.97092, 1.39249], [-2.65540, -1.56682, 1.96931], [-2.09220, -1.51188, 0.20782], [0.38238, -2.12985, 1.40842], [-0.67755, -4.21754, 2.96622], [-0.04202, 3.47249, -1.34450], [0.47833, 3.90176, 0.46424], [0.41716, 1.65147, -1.81856], [-1.90969, 3.84091, -1.66400], [0.52907, 4.12489, -1.99825], [-0.38801, 2.61797, 5.03789], [0.75706, 3.89496, 4.15123], [0.64464, 1.33377, 6.03738], [-1.73284, 3.48184, 6.12934], [-0.91161, 2.07084, 4.26111], [3.91629, 1.93005, 3.01929], [3.77585, 1.35245, 1.17980], [3.90749, 0.43403, 4.24531], [5.44692, 3.07720, 3.29624], [3.03320, 2.52102, 3.23546], [0.25070, 8.34204, 0.11431], [1.23740, 9.94666, 0.54513], [0.81881, 7.57592, -1.57095], [0.32086, 7.05065, 1.54493], [-0.78746, 8.62944, -0.00375], [0.80910, 7.88760, 6.34633], [-0.39987, 6.39954, 6.60158], [2.65635, 7.32180, 6.40306], [0.41038, 8.86835, 4.72884], [0.65956, 8.56858, 7.17592], [-2.24964, -7.36225, -3.42947], [-1.19200, -8.90513, -3.92555], [-3.96821, -7.87211, -2.70687], [-1.29253, -6.18329, -2.23350], [-2.44024, -6.80306, -4.33792], [-0.77454, -12.57596, -5.27940], [-0.99403, -13.19336, -7.09674], [-0.73816, -14.04197, -4.02199], [0.77449, -11.43465, -5.09325], [-1.64358, -11.97303, -5.04063], [2.49165, -2.64931, -1.55311], [0.86463, -3.25539, -0.66209], [3.56771, -1.64698, -0.30477], [3.46627, -4.10047, -2.37851], [2.19994, -1.97037, -2.34846], [3.27993, 5.87499, -4.04367], [2.05092, 4.40323, -3.78415], [5.11825, 5.28862, -3.97971], [2.89115, 6.85376, -5.66289], [3.13534, 6.55965, -3.21530], [-4.00830, 0.66524, -3.67806], [-2.86957, 1.94529, -4.56964], [-2.98255, -0.62350, -2.66444], [-5.34816, 1.53462, -2.58957], [-4.53313, 0.11467, -4.44957]], "lowdin_charge": [-0.008, -0.794, -0.045, -0.286, -0.127, -0.608, 0.693, -0.463, 0.128, 0.087, 0.157, 0.137, 0.086, 0.018, 0.141, -1.616, 0.498, 0.524, 0.562, -0.176, -1.576, 0.556, 0.592, 0.551, -0.054, -1.613, 0.506, 0.555, 0.573, -0.105, -1.592, 0.579, 0.590, 0.517, -0.023, -1.608, 0.518, 0.568, 0.542, -0.032, -1.577, 0.554, 0.579, 0.777, -0.024, -1.635, 0.569, 0.570, 0.532, -0.047, -1.519, 0.971, 0.564, 0.585, -0.024, -1.620, 0.644, 0.589, 0.578, -0.071, -1.608, 0.544, 0.580, 0.565, -0.030]}

---

No. 3
{"formula": "C44H100N4O5", "method": "wB97M-V/def2-TZVPD", "smiles": "CCN(CC)CC.CCN(CC)CC.CCN(CC)CC.CCN(CC)CC.C1CCOC1.C1CCOC1.C1CCOC1.C1CCOC1.C1CCOC1", "relative_energy_kcal_mol": 104.3, "homo_lumo_gap_ev": 8.575, "homo_energy_ha": -0.3033, "elements": ["C", "C", "C", "O", "C", "H", "H", "H", "H", "H", "H", "H", "H", "C", "C", "C", "O", "C", "H", "H", "H", "H", "H", "H", "H", "H", "C", "C", "C", "O", "C", "H", "H", "H", "H", "H", "H", "H", "H", "C", "C", "C", "O", "C", "H", "H", "H", "H", "H", "H", "H", "H", "C", "C", "C", "O", "C", "H", "H", "H", "H", "H", "H", "H", "H", "C", "C", "N", "C", "C", "C", "C", "H", "H", "H", "H", "H", "H", "H", "H", "H", "H", "H", "H", "H", "H", "H", "C", "C", "N", "C", "C", "C", "C", "H", "H", "H", "H", "H", "H", "H", "H", "H", "H", "H", "H", "H", "H", "H", "C", "C", "N", "C", "C", "C", "C", "H", "H", "H", "H", "H", "H", "H", "H", "H", "H", "H", "H", "H", "H", "H", "C", "C", "N", "C", "C", "C", "C", "H", "H", "H", "H", "H", "H", "H", "H", "H", "H", "H", "H", "H", "H", "H"], "positions_angstrom": [[7.72080, -1.84476, -5.75583], [6.52236, -1.02785, -6.21961], [7.06903, -0.35020, -7.44843], [8.21225, -1.02999, -7.85521], [8.52159, -2.14598, -7.02077], [7.34889, -2.76646, -5.30832], [8.30234, -1.26088, -5.04238], [6.20269, -0.29846, -5.47536], [5.69785, -1.72845, -6.35178], [7.26342, 0.66578, -7.10479], [6.34933, -0.23726, -8.25922], [9.56298, -2.17672, -6.70037], [8.20938, -3.08623, -7.47524], [-9.51840, -9.86123, 0.51059], [-10.93829, -10.12616, 0.98067], [-11.48833, -8.77459, 1.02391], [-11.01315, -8.16784, -0.16658], [-9.63175, -8.53902, -0.25848], [-9.21014, -10.67814, -0.14189], [-8.90325, -9.76108, 1.40483], [-11.13015, -10.69577, 1.88997], [-11.55537, -10.60019, 0.21739], [-11.38839, -8.08306, 1.86051], [-12.55835, -8.86707, 0.83789], [-9.12737, -7.71026, 0.23836], [-9.23047, -8.62882, -1.26794], [-7.48259, -0.20787, -5.22936], [-8.41991, -1.35489, -4.92712], [-8.30921, -2.25605, -6.15550], [-7.24204, -1.72110, -6.87817], [-6.42379, -0.87951, -6.09915], [-7.02010, 0.14505, -4.30759], [-7.87855, 0.63226, -5.79988], [-9.39150, -1.06892, -4.52420], [-8.01043, -1.89599, -4.07410], [-9.07965, -2.40291, -6.91244], [-8.14048, -3.21711, -5.66971], [-5.74271, -0.20736, -6.62113], [-5.67158, -1.42911, -5.53327], [-7.01954, -2.97837, 5.94666], [-5.96078, -4.04835, 5.87947], [-6.40134, -5.00451, 4.80913], [-7.53562, -4.36963, 4.25380], [-8.23239, -3.55635, 5.19844], [-6.65618, -2.16037, 5.32460], [-7.20818, -2.56538, 6.93759], [-5.90024, -4.49553, 6.87167], [-4.93974, -3.69592, 5.73325], [-6.70353, -5.95353, 5.25201], [-5.66738, -5.15230, 4.01694], [-8.81531, -4.15196, 5.90097], [-8.89987, -2.79067, 4.80308], [0.28658, 8.30317, -1.30778], [-1.01995, 8.04195, -2.12347], [-0.62726, 8.72403, -3.48410], [0.15116, 9.85009, -3.07632], [0.89065, 9.62771, -1.91418], [1.02165, 7.53272, -1.54058], [-0.04665, 8.34682, -0.27089], [-1.91901, 8.55807, -1.78669], [-1.10022, 6.96371, -2.26157], [-1.42418, 9.09856, -4.12655], [0.00604, 8.06027, -4.07270], [0.82217, 10.47736, -1.23483], [1.92268, 9.41636, -2.19408], [-4.21240, 4.20170, 2.28858], [-3.20602, 5.01082, 3.25059], [-3.18159, 4.48959, 4.60377], [-2.52188, 3.18113, 4.78575], [-2.47453, 2.63127, 6.19229], [-4.51890, 4.61646, 5.27653], [-5.08982, 6.03978, 5.19251], [-4.12562, 3.11543, 2.31270], [-4.07902, 4.46874, 1.24025], [-5.22791, 4.54639, 2.48363], [-2.19550, 4.84204, 2.87847], [-3.44824, 6.07272, 3.29304], [-2.89991, 2.33861, 4.20665], [-1.49925, 3.25373, 4.41553], [-3.47718, 2.47203, 6.58906], [-1.81259, 1.77139, 6.08953], [-1.96431, 3.41035, 6.75870], [-4.37744, 4.45945, 6.34584], [-5.24792, 3.91158, 4.87679], [-5.75190, 6.16217, 4.33532], [-4.33472, 6.82487, 5.23203], [-5.68266, 6.27147, 6.07736], [7.54946, 3.85884, -1.29468], [7.30761, 5.37393, -1.54390], [8.55485, 5.82149, -2.19201], [8.48780, 5.56848, -3.67932], [9.84455, 6.00626, -4.33379], [8.60213, 7.25595, -1.80131], [9.46447, 7.64290, -0.54678], [8.59106, 3.72250, -1.00384], [7.41017, 3.28269, -2.20943], [6.92445, 3.42574, -0.51373], [6.36571, 5.55528, -2.06163], [7.23614, 5.77453, -0.53270], [8.54629, 4.49434, -3.85511], [7.60781, 6.05905, -4.09528], [9.92483, 7.08343, -4.47998], [10.64991, 5.70094, -3.66577], [9.83663, 5.41571, -5.24992], [7.62745, 7.72376, -1.66254], [8.97381, 7.80476, -2.66661], [10.53180, 7.49622, -0.71229], [9.33963, 6.98541, 0.31358], [9.37374, 8.69150, -0.26341], [8.04769, -6.53623, 5.12319], [6.66058, -5.96553, 5.07803], [6.48826, -4.83418, 4.09082], [6.37936, -5.39198, 2.72788], [6.59592, -4.34753, 1.56390], [5.29914, -4.03300, 4.50721], [5.37119, -3.04741, 5.66346], [8.28855, -7.17030, 4.26994], [8.12459, -7.11378, 6.04440], [8.81940, -5.76674, 5.10221], [5.91004, -6.74250, 4.93274], [6.44721, -5.47342, 6.02692], [7.18713, -6.12006, 2.65367], [5.48537, -5.97354, 2.50277], [7.38630, -3.65082, 1.84320], [6.83607, -4.86539, 0.63533], [5.75212, -3.67280, 1.41953], [4.43720, -4.67008, 4.70545], [5.04126, -3.44206, 3.62835], [6.24334, -2.40164, 5.56132], [5.44347, -3.57218, 6.61608], [4.54284, -2.34198, 5.72916], [0.51915, 0.78360, -2.65828], [-0.72539, 0.28793, -1.86548], [-1.04059, -1.12260, -1.94796], [-0.10118, -2.03219, -1.37008], [0.02512, -2.07653, 0.16143], [-2.40063, -1.28239, -1.37323], [-2.82514, -2.70213, -1.51025], [0.55721, 1.86183, -2.81351], [0.45445, 0.33458, -3.64938], [1.43829, 0.34427, -2.27064], [-0.51564, 0.56841, -0.83328], [-1.52292, 0.91459, -2.26468], [0.89945, -1.83044, -1.75235], [-0.37863, -3.01081, -1.76177], [0.70366, -2.89385, 0.40572], [-0.95602, -2.14141, 0.63180], [0.45383, -1.15800, 0.56218], [-2.42318, -0.98412, -0.32508], [-3.14023, -0.58117, -1.75975], [-3.87910, -2.94162, -1.36908], [-2.51165, -3.12064, -2.46663], [-2.33899, -3.35320, -0.78371]], "lowdin_charge": [-0.178, -0.178, -0.240, -0.122, -0.182, 0.108, 0.112, 0.109, 0.108, 0.113, 0.118, 0.116, 0.117, -0.155, -0.193, -0.256, -0.141, -0.187, 0.107, 0.111, 0.120, 0.119, 0.126, 0.121, 0.113, 0.116, -0.175, -0.171, -0.211, -0.131, -0.213, 0.109, 0.114, 0.111, 0.106, 0.123, 0.108, 0.119, 0.112, -0.178, -0.192, -0.203, -0.151, -0.180, 0.108, 0.111, 0.106, 0.109, 0.116, 0.123, 0.112, 0.120, -0.146, -0.146, -0.189, -0.164, -0.208, 0.101, 0.100, 0.106, 0.100, 0.116, 0.109, 0.113, 0.107, -0.068, -0.222, -0.191, -0.288, -0.101, -0.237, -0.101, 0.058, 0.055, 0.050, 0.102, 0.096, 0.098, 0.111, 0.067, 0.077, 0.078, 0.098, 0.109, 0.066, 0.076, 0.067, -0.098, -0.270, -0.182, -0.218, -0.086, -0.257, -0.076, 0.072, 0.054, 0.061, 0.111, 0.105, 0.100, 0.112, 0.056, 0.075, 0.065, 0.100, 0.091, 0.058, 0.061, 0.065, -0.102, -0.260, -0.165, -0.249, -0.082, -0.265, -0.097, 0.062, 0.073, 0.079, 0.114, 0.098, 0.094, 0.107, 0.067, 0.063, 0.051, 0.109, 0.099, 0.073, 0.059, 0.071, -0.086, -0.268, -0.182, -0.269, -0.076, -0.268, -0.107, 0.068, 0.068, 0.056, 0.104, 0.111, 0.109, 0.102, 0.076, 0.058, 0.066, 0.103, 0.113, 0.076, 0.083, 0.065]}